# 1
A cluster of 3 separate species, C27H53O9PS in total. Source: the Open Molecules 2025 dataset; level of theory: wB97M-V/def2-TZVPD.

The geometry in XYZ format:
```
91
Properties=species:S:1:pos:R:3:mulliken_charge:R:1
C -5.2357 -2.2875 8.7082 -1.21
C -4.8193 -3.0561 7.4380 -0.44
C -5.5966 -2.6129 6.1991 -0.97
C -5.4075 -3.5443 5.0095 0.23
C -6.1098 -3.0045 3.7508 -0.93
O -5.1701 -2.3177 2.9330 -0.28
C -5.4154 -0.9539 2.6727 0.00
C -4.1837 -0.4139 1.9324 -1.04
C -4.1290 -0.6360 0.4195 -0.50
C -2.6842 -0.6662 -0.1320 -0.73
C -2.2197 0.6511 -0.7702 -0.87
C -1.2192 0.4714 -1.9242 -0.73
C 0.2665 0.5204 -1.4903 -0.85
C 1.0162 -0.7907 -1.7404 -0.78
C 1.2003 -1.0910 -3.2397 -0.05
C 2.4837 -1.8638 -3.5417 -0.34
C 2.9480 -1.7892 -5.0004 -0.74
C 3.7232 -0.5248 -5.3414 -0.06
O 3.0206 0.6803 -5.0824 -0.30
C 2.0920 1.0279 -6.0864 -0.81
P -6.9563 -0.6421 1.6971 0.18
S -7.2545 1.2184 1.2093 -0.39
O -5.7929 -4.8813 5.2744 -0.47
C -7.1126 -5.0381 5.7411 -0.71
H -4.3644 -1.8750 9.2130 0.32
H -5.8666 -1.4369 8.4492 0.36
H -5.7761 -2.9242 9.4023 0.30
H -3.7612 -2.8994 7.2365 0.33
H -4.9915 -4.1209 7.5840 0.36
H -6.6580 -2.4760 6.4164 0.41
H -5.2176 -1.6359 5.8806 0.44
H -4.3456 -3.5936 4.7678 0.38
H -6.5064 -3.8516 3.1894 0.32
H -6.9335 -2.3520 4.0442 0.45
H -5.5445 -0.3657 3.5879 0.48
H -4.0502 0.6360 2.1866 0.36
H -3.3439 -0.9536 2.3751 0.44
H -4.6494 0.1840 -0.0738 0.35
H -4.6082 -1.5779 0.1543 0.36
H -2.6308 -1.4474 -0.8928 0.44
H -2.0040 -0.9694 0.6652 0.28
H -1.7595 1.2752 -0.0017 0.27
H -3.0875 1.2008 -1.1354 0.54
H -1.3947 1.2714 -2.6428 0.36
H -1.4099 -0.4800 -2.4199 0.32
H 0.7723 1.3207 -2.0345 0.37
H 0.3242 0.7688 -0.4285 0.48
H 0.4556 -1.5908 -1.2524 0.28
H 2.0001 -0.7173 -1.2732 0.41
H 1.1939 -0.1419 -3.7702 -0.06
H 0.3498 -1.6783 -3.5901 0.32
H 3.2967 -1.5132 -2.9034 0.01
H 2.3094 -2.9135 -3.2956 0.39
H 3.6193 -2.6268 -5.1990 0.43
H 2.0913 -1.9092 -5.6703 0.28
H 4.0087 -0.5620 -6.3998 0.42
H 4.6412 -0.4948 -4.7639 -0.19
H 2.5041 1.8192 -6.7161 0.27
H 1.8203 0.1700 -6.7021 0.34
H 1.1803 1.4040 -5.6202 0.23
H -6.9420 -1.5653 0.6427 0.08
H -7.9930 -1.1315 2.5052 0.08
H -7.2081 -4.7599 6.7940 0.25
H -7.3630 -6.0922 5.6488 0.30
H -7.8380 -4.4696 5.1534 0.28
C 7.6560 2.0233 -0.6836 -1.49
C 6.9037 1.4232 -1.8385 0.90
C 5.8327 0.4163 -1.4839 -0.46
O 5.7912 -0.4053 -2.6582 -0.24
C 7.0134 -0.3503 -3.2447 0.51
O 7.3584 -1.0504 -4.1384 -0.55
O 7.7631 0.6189 -2.6762 -0.42
H 8.5380 2.5540 -1.0381 0.37
H 7.0249 2.7333 -0.1529 0.28
H 7.9899 1.2570 0.0177 0.39
H 6.4871 2.2140 -2.4701 0.03
H 4.8539 0.8569 -1.3091 0.35
H 6.1144 -0.2049 -0.6309 0.25
C 5.4711 5.6158 -3.6398 -1.50
C 5.1401 5.3083 -2.2025 0.58
C 4.5243 6.4384 -1.4064 -0.51
O 4.9548 6.1389 -0.0716 -0.33
C 6.1074 5.4363 -0.1546 0.66
O 6.8099 5.1724 0.7638 -0.53
O 6.3400 5.0619 -1.4372 -0.34
H 6.1123 4.8407 -4.0576 0.37
H 4.5586 5.6661 -4.2331 0.39
H 5.9987 6.5666 -3.7230 0.37
H 4.5200 4.4092 -2.1356 0.26
H 3.4391 6.4699 -1.4489 0.31
H 4.9329 7.4099 -1.6933 0.31
```

Properties
Net charge ... 0
LUMO level ... 0.27 eV
HOMO energy ... -8.69 eV
E ... -2477.24927 hartree
Maximum force ... 0.737 eV Å⁻¹



# 2
The molecule C3H6NOP. Source: the Open Molecules 2025 dataset; level of theory: wB97M-V/def2-TZVPD.

The geometry in XYZ format:
```
12
Properties=species:S:1:pos:R:3:mulliken_charge:R:1
P 0.0282 0.8975 -1.8332 -0.08
C -0.4631 0.7882 -0.0450 -0.01
N 0.8374 0.6416 0.7537 -0.53
C 0.9620 -0.5982 0.9528 -0.01
C -0.2824 -1.4152 0.5993 -0.31
O -1.1821 -0.4337 0.0350 -0.41
H 0.7849 1.9654 -1.5506 0.02
H -1.0249 1.6988 -2.1693 0.02
H -1.0001 1.5968 0.4201 0.42
H 1.8155 -1.0715 1.6536 0.28
H 0.0845 -2.0954 -0.2408 0.23
H -0.5599 -1.9744 1.4245 0.38
```

Properties
Net charge ... 0
LUMO level ... 0.98 eV
HOMO energy ... -9.60 eV
Energy relative to the best compared isomer or geometry (same formula, charge and spin) ... 1.900 eV
E ... -589.17638 hartree
Maximum force ... 4.795 eV Å⁻¹



Frontier orbital gap readings, ordered: 8.96; 10.58 eV